{
  "formula": "C25H43F6N3OPSSbZn",
  "method": "the ωB97M-V functional and the def2-TZVPD basis",
  "elements": ["Zn", "C", "C", "C", "C", "C", "C", "P", "C", "C", "C", "C", "C", "C", "C", "C", "C", "C", "C", "C", "H", "H", "H", "H", "H", "H", "H", "H", "H", "H", "H", "H", "H", "H", "H", "H", "H", "H", "H", "H", "H", "H", "H", "H", "H", "H", "H", "H", "H", "H", "H", "H", "H", "C", "C", "N", "O", "H", "H", "H", "H", "H", "F", "Sb", "F", "F", "F", "F", "F", "C", "C", "C", "C", "N", "C", "S", "N", "H", "H", "H", "H", "H"],
  "coordinates": [[0.92217, 0.38632, 0.44599], [1.82500, -2.28646, -2.62008], [1.95334, -0.95746, -3.36644], [0.61035, -0.49288, -3.93739], [-0.54791, -0.87376, -3.01635], [-0.66615, -2.41118, -3.00484], [0.67982, -3.14358, -3.12487], [-0.63453, 0.10324, -1.41258], [-1.00023, 1.77879, -2.12871], [0.36159, 2.46683, -2.44361], [0.62664, 3.65103, -1.52109], [-0.42892, 4.73745, -1.71880], [-1.82773, 4.13219, -1.90830], [-1.91444, 2.72037, -1.33250], [-2.08831, -0.73414, -0.62093], [-1.53306, -1.92589, 0.20803], [-1.43681, -1.58238, 1.68865], [-2.81976, -1.30092, 2.28826], [-3.76945, -0.71302, 1.24059], [-2.99522, 0.15109, 0.25152], [1.62332, -2.09084, -1.55053], [2.76732, -2.83399, -2.64256], [2.67152, -1.06224, -4.18076], [2.36820, -0.19746, -2.69767], [0.42634, -0.99876, -4.88948], [0.62605, 0.57201, -4.16172], [-1.48720, -0.50233, -3.44826], [-1.27562, -2.66228, -3.87559], [-1.22839, -2.77029, -2.14827], [0.86868, -3.41830, -4.16433], [0.64341, -4.07802, -2.56505], [-1.51722, 1.56090, -3.07160], [0.35432, 2.81540, -3.47905], [1.19164, 1.75854, -2.36401], [1.62294, 4.04875, -1.71819], [0.63357, 3.30419, -0.48759], [-0.16993, 5.33896, -2.59165], [-0.42061, 5.41958, -0.86660], [-2.08374, 4.09352, -2.96999], [-2.58324, 4.76182, -1.43817], [-2.94379, 2.36906, -1.39494], [-1.63566, 2.73150, -0.27800], [-2.69804, -1.12356, -1.44502], [-0.55240, -2.24187, -0.16238], [-2.19198, -2.78983, 0.08798], [-0.79582, -0.69872, 1.82902], [-0.93552, -2.38752, 2.22659], [-2.72083, -0.60930, 3.12675], [-3.23769, -2.22479, 2.69491], [-4.55154, -0.12601, 1.72332], [-4.27641, -1.51277, 0.69513], [-2.40948, 0.89027, 0.80185], [-3.68517, 0.70022, -0.38478], [-0.42030, 3.99647, 2.26615], [-0.08948, 2.54577, 2.39196], [0.20725, 2.05716, 3.58567], [-0.12738, 1.81225, 1.38190], [-1.33381, 4.10498, 1.68617], [0.39360, 4.47436, 1.71849], [-0.53415, 4.48387, 3.22909], [0.34212, 2.67793, 4.36726], [0.59714, 1.12563, 3.64895], [2.44485, 1.72606, 0.09170], [3.59772, 1.99218, 1.68683], [2.42866, 3.34834, 2.29037], [2.24160, 0.72212, 2.34546], [4.43239, 1.85736, 3.34718], [4.66759, 0.61116, 1.00919], [4.52646, 3.27328, 0.70394], [0.46473, -3.50781, 4.49416], [1.19791, -3.72118, 3.21260], [1.59184, -4.98651, 2.78316], [2.22863, -5.08856, 1.56193], [2.52420, -4.01720, 0.82648], [2.11705, -2.86526, 1.33540], [2.60308, -1.44179, 0.41556], [1.44191, -2.64773, 2.45508], [0.79968, -4.20545, 5.25787], [-0.60240, -3.67169, 4.34137], [0.60936, -2.48883, 4.84058], [1.40251, -5.86243, 3.38583], [2.53387, -6.04599, 1.16375]],
  "mulliken_charge": [2.000, 0.770, -0.589, -1.353, -0.281, -0.927, -1.218, 0.627, 0.471, -1.235, 0.070, -0.926, -1.119, 0.222, 0.145, -1.653, 1.002, -0.966, -1.282, -0.135, -1.289, 0.561, 0.496, 0.148, 0.492, 0.271, 0.932, 0.511, 0.140, 0.368, 0.495, 0.935, 0.530, 0.078, 0.724, -0.841, 0.414, 0.332, 0.393, 0.446, 0.207, -0.367, 1.017, 0.365, 0.610, -0.544, -0.252, 0.354, 0.426, 0.454, 0.402, -0.217, 0.408, -1.316, -0.092, -0.253, -0.382, 0.220, 0.238, 0.581, 0.265, 0.078, -0.732, 2.382, -0.579, -0.830, -0.507, -0.533, -0.516, -1.351, 1.020, -0.692, -0.446, -0.489, 0.601, -0.103, -0.092, 0.486, 0.264, 0.261, 0.448, 0.442],
  "spin_multiplicity": 2,
  "e_tot_ha": -4576.23355,
  "e_homo_ha": [-0.4524, -0.4523],
  "gap_ev": [9.795, 6.578],
  "de_lowest_ev": 0.0000,
  "molar_mass_g_mol": 765.82,
  "total_charge": 1
}